# C23H27ClN2O4

One molecule with the formula C23H27ClN2O4 (ωB97M-V with the def2-TZVPD basis set, OMol25).

Calculated values
max |F| = 0.81 eV Å⁻¹
energy above the lowest of the compared OMol25 structures with the same formula, charge and spin = 42.49 kJ/mol
multiplicity = 1
E_HOMO = -8.33 eV
E_LUMO = 0.0192 hartree
SMILES = COc1ccc(C(=O)NCCc2cccc(Cl)c2)cc1OC1CCN(C(C)=O)CC1
charge = 0

Atoms and positions in Å:
C -1.75 -4.71 0.09
H -1.04 -4.84 -0.73
O -2.03 -3.35 0.32
C -1.01 -2.53 0.74
C 0.31 -2.95 0.89
C 1.28 -2.06 1.32
C 0.96 -0.75 1.63
C -0.36 -0.34 1.50
C -1.34 -1.20 1.02
O -2.59 -0.65 0.90
C -3.36 -0.89 -0.27
C -4.39 0.25 -0.31
H -5.31 -0.09 -0.77
H -4.60 0.52 0.73
C -3.83 1.45 -1.08
N -2.39 1.50 -0.99
C -1.66 2.32 -0.20
O -0.44 2.26 -0.18
C -2.41 3.32 0.65
H -2.96 4.02 0.02
H -3.11 2.81 1.31
H -1.69 3.87 1.24
C -1.73 0.42 -1.69
C -2.55 -0.88 -1.57
H -3.25 -0.97 -2.39
H -1.87 -1.73 -1.61
H -0.74 0.30 -1.24
H -1.60 0.68 -2.75
H -4.27 2.38 -0.72
H -4.08 1.36 -2.14
H -3.87 -1.86 -0.17
H -0.66 0.66 1.77
C 2.07 0.18 2.00
O 3.11 -0.21 2.50
N 1.82 1.49 1.73
H 1.03 1.73 1.16
C 2.92 2.43 1.67
H 3.75 1.98 2.23
H 2.62 3.37 2.15
C 3.34 2.68 0.21
C 3.57 1.36 -0.46
C 4.80 0.72 -0.35
C 4.96 -0.55 -0.89
C 3.92 -1.20 -1.52
C 2.70 -0.56 -1.62
C 2.53 0.71 -1.10
H 1.57 1.20 -1.18
H 1.87 -1.06 -2.11
H 4.07 -2.19 -1.92
Cl 6.50 -1.33 -0.76
H 5.62 1.20 0.15
H 2.53 3.21 -0.30
H 4.24 3.29 0.20
H 2.31 -2.39 1.42
H 0.59 -3.97 0.68
H -2.71 -5.16 -0.19
H -1.37 -5.20 0.99

Löwdin atomic charge list, values in e, 5 entries: -0.08, 0.10, -0.10, -0.20, 0.00